1.
A structure of composition C15H29BF2FeN4SSi2, computed with the ωB97M-V functional and the def2-TZVPD basis.

ORCA input file:
```
! RIJCOSX wB97M-V def2-TZVPD def2/J DEFGRID3
* xyz 1 6
Fe 0.045 -0.071 0.149
S -0.776 -2.363 0.126
Si 0.712 -0.029 -2.822
Si -1.953 1.556 -1.783
F -2.705 -0.219 2.767
F -0.985 1.287 2.595
N 1.567 0.454 1.488
N -0.464 -1.021 2.832
N -1.864 -4.109 1.742
N -0.998 -2.307 2.822
C -1.238 -2.940 1.646
C -0.179 0.995 -1.530
C 2.895 0.462 3.485
C 1.777 0.008 2.756
C 1.165 -1.738 4.540
C -1.946 3.328 -2.385
C -2.866 1.491 -0.135
C 3.525 1.827 1.634
C 2.420 1.338 0.965
C -0.275 -1.494 -3.441
C 3.763 1.370 2.924
C 1.255 1.051 -4.249
C -2.944 0.509 -2.976
C 0.860 -0.907 3.344
C 2.256 -0.796 -2.035
B -1.417 0.055 2.766
H -2.901 0.465 0.251
H 2.898 -0.078 -1.519
H -2.101 -4.531 2.625
H 0.560 -1.433 5.401
H 0.392 1.948 -1.435
H 2.870 -1.263 -2.809
H -1.098 -1.210 -4.095
H 1.996 -1.592 -1.326
H -1.446 3.410 -3.353
H -2.931 -0.549 -2.708
H 0.943 -2.788 4.341
H 0.409 1.597 -4.674
H -1.425 3.985 -1.685
H -1.539 -2.572 3.633
H -2.963 3.708 -2.504
H 1.707 0.459 -5.048
H 0.385 -2.158 -4.004
H -3.903 1.820 -0.242
H 1.992 1.789 -3.922
H 4.613 1.729 3.489
H 4.174 2.543 1.153
H -3.985 0.843 -2.966
H -2.397 2.133 0.615
H -0.694 -2.076 -2.615
H -2.063 -4.622 0.899
H 2.202 1.662 -0.045
H -2.581 0.602 -4.002
H 3.049 0.127 4.498
H 2.211 -1.689 4.820
*
```

As for the molecular weight: 458.317 g mol⁻¹. Its total energy is -3273.43972 hartree. The calculation puts the largest force on an atom at 0.008 hartree/bohr.

Löwdin population analysis, charges in e, atoms 1 to 5: number 1, Fe, carries 0.582; number 2, S, carries 0.791; number 3, Si, carries 0.366; number 4, Si, carries 0.388; number 5, F, carries 0.282



2.
A structure of composition C15H29BSr in a non-equilibrium geometry, computed with the ωB97M-V functional and the def2-TZVPD basis.

ORCA input file:
```
! RIJCOSX wB97M-V def2-TZVPD def2/J DEFGRID3
* xyz 2 1
Sr 0.444 4.972 -1.957
C -1.243 -0.058 1.625
C 2.686 -0.518 -1.861
C 0.497 3.140 0.196
C -3.852 -2.024 -0.499
C 3.369 -1.755 0.553
C -2.205 -0.352 0.477
C -0.453 1.950 0.181
C -5.357 -1.853 -0.319
C -0.526 1.309 1.576
C 2.410 1.386 -0.104
C -3.045 -1.596 0.742
C 2.766 -3.075 0.461
C 2.410 0.966 -1.576
C 2.024 2.867 0.036
C 2.252 -4.149 0.397
B 3.717 -1.241 -0.899
H -1.084 2.002 2.208
H -5.878 -1.914 -1.272
H 1.420 1.220 -1.979
H -3.543 -1.404 -1.344
H -3.710 -1.392 1.578
H -2.881 0.486 0.287
H 2.390 3.318 -0.914
H -0.495 -0.848 1.658
H -1.639 -0.510 -0.445
H 2.732 -1.081 1.126
H 3.415 1.294 0.307
H -1.458 2.323 -0.026
H -3.637 -3.053 -0.770
H 3.094 -0.577 -2.869
H 2.612 3.357 0.806
H 3.145 1.582 -2.096
H -5.602 -0.896 0.140
H 0.469 1.251 2.013
H -1.819 -0.098 2.546
H 1.747 -5.089 0.391
H 0.197 3.813 -0.628
H 4.816 -1.459 -1.305
H -0.229 1.229 -0.599
H 4.300 -1.842 1.119
H 1.759 -1.093 -1.891
H 1.776 0.754 0.506
H 0.337 3.716 1.109
H -2.370 -2.408 1.011
H -5.759 -2.649 0.304
*
```

As for the molecular weight: 307.829 g mol⁻¹. Its total energy is -643.74067 hartree. The calculation puts the largest force on an atom at 0.059 hartree/bohr.

Löwdin population analysis, charges in e, atoms 1 to 5: number 1, Sr, carries 1.901; number 2, C, carries -0.176; number 3, C, carries -0.136; number 4, C, carries -0.253; number 5, C, carries -0.255



3.
A cluster of 2 separate species, C15H29Cl5FN5O2 in total, computed with the ωB97M-V functional and the def2-TZVPD basis.

ORCA input file:
```
! RIJCOSX wB97M-V def2-TZVPD def2/J DEFGRID3
* xyz 0 1
Cl 3.633 -5.059 -3.533
Cl 5.747 -2.395 -3.361
Cl -1.065 1.071 -2.449
Cl -3.257 3.365 0.431
Cl 4.686 1.792 2.669
F 1.633 1.903 -0.327
O -0.386 0.338 0.370
O 2.205 2.224 1.834
N -3.474 -0.581 2.274
N -4.881 -0.007 0.416
N -0.562 1.017 3.732
N 1.991 -0.922 -1.418
N -4.208 -2.243 0.787
C -1.850 1.622 -1.008
C 1.711 1.283 0.920
C 2.022 -1.020 -0.156
C 3.228 -3.349 -3.850
C -2.483 2.790 -1.024
C 0.281 1.017 1.404
C 4.374 -2.604 -4.481
C 0.235 0.274 2.747
C 1.473 -2.272 0.486
C 2.606 0.059 0.753
C -1.752 0.666 0.155
C -2.593 3.711 -2.202
C 3.503 2.688 1.655
C -2.560 -0.618 -0.080
C -3.768 -0.848 0.866
H -1.650 4.244 -2.350
H 2.844 -0.346 1.738
H 4.748 -3.122 -5.361
H -0.141 2.019 1.574
H 3.541 3.720 1.990
H 4.041 -1.608 -4.767
H -1.400 1.396 3.305
H 1.767 -2.355 1.534
H -2.544 -0.908 2.518
H -3.516 0.410 2.474
H -3.392 4.434 -2.050
H -3.598 -2.823 1.352
H 1.831 -3.144 -0.064
H -2.142 1.198 1.025
H 3.833 2.608 0.620
H -5.062 0.747 1.068
H -2.974 -0.592 -1.092
H -4.138 -2.569 -0.173
H 0.381 -2.245 0.424
H -2.804 3.134 -3.105
H 3.556 0.371 0.309
H -5.713 -0.587 0.423
H -1.876 -1.472 -0.042
H 1.245 0.182 3.161
H 2.924 -2.894 -2.910
H -0.135 -0.743 2.564
H 2.367 -0.028 -1.731
H -0.862 0.411 4.487
H 2.377 -3.344 -4.529
*
```

Its SMILES is [H]/N=C(/C)C[C@](F)(OCCl)[C@H](CN)O[C@H](CC(N)(N)N)/C(Cl)=C(/C)Cl.ClCCCl. As for the molecular weight: 507.693 g mol⁻¹. Its total energy is -3414.02679 hartree. The calculation puts the largest force on an atom at 0.009 hartree/bohr.

Löwdin population analysis, charges in e, atoms 1 to 5: number 1, Cl, carries 0.524; number 2, Cl, carries 0.524; number 3, Cl, carries 0.764; number 4, Cl, carries 0.693; number 5, Cl, carries 0.586



4.
A structure of composition C15H29CsF2N2O4S2, computed with the ωB97M-V functional and the def2-TZVPD basis.

ORCA input file:
```
! RIJCOSX wB97M-V def2-TZVPD def2/J DEFGRID3
* xyz -2 1
Cs -0.933 -0.030 -1.711
S -1.300 -4.123 0.517
S -2.258 -3.302 -1.089
F -0.056 3.270 -3.976
F -1.031 4.564 -2.407
O 0.829 4.154 -0.415
O -2.855 -2.015 -0.655
O -1.211 -3.026 -2.116
O -3.258 -4.235 -1.595
N 0.813 -1.407 0.661
N 1.042 -1.966 -3.603
C -1.848 -0.137 2.627
C -0.550 2.270 2.037
C -2.358 0.734 1.666
C 1.501 2.958 -0.766
C -2.518 -1.453 2.894
C 1.952 -2.325 0.605
C -2.314 2.885 0.349
C -0.683 0.231 3.293
C 2.439 -2.169 -3.242
C -1.735 1.946 1.373
C 2.671 -1.831 -1.776
C -0.016 1.415 2.993
C -1.159 3.226 -3.047
C 2.091 -2.865 -0.813
C 1.295 1.743 3.661
H -3.604 -1.357 2.843
H 2.568 3.078 -0.554
H 1.467 2.820 3.686
H 3.748 -1.728 -1.594
H 2.728 -3.757 -0.812
H -1.876 2.751 -0.647
H 0.777 -0.916 1.548
H -0.024 -2.005 0.638
H -2.242 -1.841 3.877
H 2.218 -0.856 -1.569
H -3.391 2.729 0.255
H 0.875 -2.188 -4.575
H 1.326 1.361 4.683
H -0.273 -0.436 4.047
H -2.002 3.457 -3.731
H 1.376 2.727 -1.827
H -0.041 3.193 1.779
H 2.797 -3.198 -3.421
H -2.128 3.924 0.621
H 2.128 1.292 3.115
H 2.866 -1.789 0.893
H 1.140 2.105 -0.178
H 3.051 -1.510 -3.868
H 0.411 -2.550 -3.050
H 1.826 -3.168 1.296
H 1.095 -3.192 -1.126
H -2.226 -2.194 2.140
H -3.257 0.446 1.130
H 0.118 4.290 -1.068
*
```

As for the molecular weight: 536.442 g mol⁻¹. Its total energy is -2015.73861 hartree. The calculation puts the largest force on an atom at 0.004 hartree/bohr.

Löwdin population analysis, charges in e, atoms 1 to 5: number 1, Cs, carries 0.969; number 2, S, carries 0.133; number 3, S, carries -0.044; number 4, F, carries -0.220; number 5, F, carries -0.244



5.
A structure of composition C15H29N3NaO4S in a non-equilibrium geometry, computed with the ωB97M-V functional and the def2-TZVPD basis.

ORCA input file:
```
! RIJCOSX wB97M-V def2-TZVPD def2/J DEFGRID3
* xyz 1 1
S 2.446 -3.242 -2.811
Na -0.278 0.375 -1.042
O -2.508 0.582 -0.463
O 0.353 2.030 -2.009
O 1.660 0.724 0.875
O -0.585 -0.969 0.893
N 2.185 2.359 -3.317
N 1.478 4.000 -1.829
N 0.579 -1.593 -2.282
C 2.997 4.613 -3.675
C 0.220 -2.253 -3.438
C -3.081 1.817 -0.044
C 1.170 0.197 2.097
C 0.648 4.431 -0.716
C 1.113 -3.174 -3.878
C 2.391 5.023 -2.350
C -2.842 -0.522 0.379
C 1.982 1.109 -4.035
C 1.294 2.763 -2.376
C 1.734 -2.022 -1.852
C 2.467 1.875 1.070
C 3.383 3.150 -3.575
C 0.494 -1.117 1.808
C -1.843 -0.681 1.497
H 2.266 4.727 -4.478
H 2.283 1.245 -5.073
H 0.050 5.298 -1.003
H 1.208 -1.797 1.340
H 2.708 2.279 0.087
H 2.563 0.287 -3.609
H -1.784 0.230 2.101
H 3.855 5.245 -3.903
H -2.816 -1.414 -0.246
H 3.180 5.203 -1.613
H -2.799 2.568 -0.779
H 1.832 5.954 -2.456
H 1.274 4.716 0.134
H 4.110 3.013 -2.767
H -0.718 -2.017 -3.922
H 1.048 -3.811 -4.746
H -4.168 1.741 -0.008
H 0.153 -1.571 2.743
H -3.850 -0.409 0.785
H 0.478 0.910 2.563
H 1.935 2.636 1.650
H 3.842 2.784 -4.490
H 1.991 0.020 2.801
H -2.147 -1.505 2.150
H 0.932 0.837 -4.006
H -2.712 2.121 0.939
H 2.228 -1.637 -0.966
H -0.016 3.627 -0.422
H 3.391 1.617 1.594
*
```

As for the molecular weight: 370.471 g mol⁻¹. Its total energy is -1614.53998 hartree. The calculation puts the largest force on an atom at 0.022 hartree/bohr.

Löwdin population analysis, charges in e, atoms 1 to 5: number 1, S, carries 1.045; number 2, Na, carries 0.403; number 3, O, carries -0.222; number 4, O, carries -0.046; number 5, O, carries -0.194



6.
A structure of composition C15H29N4O6P in a non-equilibrium geometry, computed with the ωB97M-V functional and the def2-TZVPD basis.

ORCA input file:
```
! RIJCOSX wB97M-V def2-TZVPD def2/J DEFGRID3
* xyz 0 1
P -2.899 -0.730 -0.541
O -4.108 -2.043 -2.247
O -2.283 0.057 -1.977
O -1.667 -1.421 0.479
O -3.600 0.426 0.335
O 0.981 0.062 0.357
O -4.197 -1.853 -0.955
N -0.843 -5.685 1.155
N 3.124 2.527 -1.635
N -2.382 1.633 -0.129
N 1.970 0.089 -1.880
C 1.021 -0.531 -0.838
C 5.725 2.818 -1.879
C -1.625 -5.250 1.894
C -4.649 -5.155 1.361
C -0.601 3.472 -0.723
C -0.877 -2.448 -0.216
C -1.594 2.443 -0.390
C 0.213 -1.878 -1.300
C 6.479 2.383 -0.621
C 6.177 3.256 0.591
C 4.272 2.653 -1.743
C -0.029 4.151 0.522
C -3.975 -5.385 2.707
C -1.064 4.955 1.297
C -2.615 -4.695 2.826
H 1.388 0.669 -2.523
H -1.658 -3.097 -0.846
H -0.286 -1.788 -2.381
H -2.248 -4.818 3.851
H -5.637 -5.627 1.350
H -2.727 -3.619 2.656
H -4.066 -5.584 0.541
H 7.556 2.430 -0.824
H -3.868 -6.464 2.877
H -4.633 -5.001 3.496
H 0.777 4.828 0.213
H 5.962 3.861 -2.114
H 0.221 3.008 -1.279
H -1.522 5.721 0.662
H -4.472 -1.226 -2.736
H -1.791 0.868 -1.639
H 0.420 3.404 1.188
H -0.590 5.458 2.147
H 6.075 2.214 -2.723
H 6.414 4.305 0.388
H 6.245 1.339 -0.381
H 5.125 3.189 0.881
H -1.047 4.223 -1.384
H -4.783 -4.086 1.167
H -1.858 4.314 1.691
H -0.417 -3.223 0.567
H 1.036 -2.734 -1.421
H 2.648 0.656 -1.322
H 6.779 2.931 1.446
*
```

As for the molecular weight: 392.393 g mol⁻¹. Its total energy is -1600.45681 hartree. The calculation puts the largest force on an atom at 0.238 hartree/bohr.

Löwdin population analysis, charges in e, atoms 1 to 5: number 1, P, carries 0.838; number 2, O, carries -0.143; number 3, O, carries -0.205; number 4, O, carries -0.252; number 5, O, carries -0.378



7.
The molecule C15H29NO3 in a non-equilibrium geometry, computed with the ωB97M-V functional and the def2-TZVPD basis.

ORCA input file:
```
! RIJCOSX wB97M-V def2-TZVPD def2/J DEFGRID3
* xyz 0 1
O -4.342 2.781 -2.590
O -2.906 -1.241 -2.585
O -3.401 0.811 -4.354
N -0.606 -1.066 -0.866
C 5.047 -0.089 6.041
C 1.291 0.099 0.263
C 2.319 -0.185 1.385
C -1.966 -0.160 -2.682
C -2.249 0.665 -0.308
C -2.575 3.154 -0.358
C -2.692 1.102 -3.146
C 4.568 0.601 2.316
C -2.886 1.910 -0.875
C -3.656 1.622 -2.104
C 4.103 0.441 3.744
C 0.307 -1.075 0.293
C -1.281 0.162 -1.318
C 3.394 0.878 1.399
C 5.365 0.324 4.614
H 4.459 -1.025 6.081
H 6.000 -0.490 4.208
H -4.886 3.222 -1.917
H -1.912 3.233 0.526
H -4.379 0.846 -1.868
H 5.079 -0.304 1.954
H 2.986 1.855 1.713
H -3.399 -1.229 -3.419
H 5.956 -0.229 6.669
H 3.556 -0.512 3.752
H -0.255 -1.096 1.207
H 4.474 0.656 6.579
H -1.180 -0.448 -3.411
H 3.474 1.263 4.072
H 2.757 -1.184 1.217
H 1.775 0.173 -0.718
H 1.784 -0.189 2.341
H 3.736 0.998 0.357
H -4.081 1.524 -4.429
H -2.984 -0.125 -0.060
H -2.835 4.084 -0.833
H 0.883 -1.995 0.280
H 0.829 1.028 0.446
H -1.925 1.871 -3.389
H 5.908 1.258 4.722
H -1.237 -1.881 -0.870
H -0.564 0.953 -1.517
H 5.263 1.479 2.229
H -1.715 0.929 0.609
*
```

Its SMILES is C=C1C[C@@H](NCCCCCCCC)[C@@H](O)[C@@H](O)[C@@H]1O. As for the molecular weight: 271.401 g mol⁻¹. Its total energy is -869.38596 hartree. The calculation puts the largest force on an atom at 0.062 hartree/bohr.

Löwdin population analysis, charges in e, atoms 1 to 5: number 1, O, carries -0.023; number 2, O, carries -0.016; number 3, O, carries -0.021; number 4, N, carries -0.025; number 5, C, carries -0.141



8.
A structure of composition C15H29NSi2Sn in a non-equilibrium geometry, computed with the ωB97M-V functional and the def2-TZVPD basis.

ORCA input file:
```
! RIJCOSX wB97M-V def2-TZVPD def2/J DEFGRID3
* xyz 0 1
Sn 1.165 0.050 0.040
Si -1.829 1.103 1.302
Si -1.727 -1.516 -0.586
N 1.448 -0.398 -1.997
C 2.737 -1.561 -1.504
C -2.156 2.323 -0.089
C 2.932 2.426 -0.636
C 2.569 -1.753 -0.087
C -0.875 -0.423 0.714
C 3.627 -1.992 -2.435
C -2.051 -0.596 -2.190
C -3.482 0.621 2.069
C -0.673 -3.011 -1.012
C -0.910 2.012 2.666
C 2.370 1.576 1.462
C 1.868 2.361 0.323
C 4.039 1.715 -0.123
C 3.717 1.197 1.147
C -3.359 -2.208 0.058
H 3.446 -1.550 0.541
H 2.908 3.005 -1.561
H 0.132 -2.774 -1.723
H -0.697 -1.058 1.605
H 4.394 0.674 1.826
H -1.331 -3.760 -1.480
H -0.228 -3.472 -0.121
H -2.576 3.237 0.360
H -4.176 -1.475 0.050
H 4.382 -2.712 -2.105
H 1.885 1.513 2.437
H -3.258 -2.599 1.080
H -2.711 0.271 -2.066
H -2.890 1.942 -0.810
H 5.014 1.635 -0.609
H -0.398 1.316 3.344
H 3.589 -1.644 -3.468
H -3.863 1.488 2.631
H 1.989 -2.638 0.226
H 2.024 0.291 -2.518
H -3.655 -3.049 -0.589
H -1.656 2.561 3.260
H -0.177 2.744 2.302
H -1.249 2.606 -0.639
H -2.545 -1.298 -2.880
H -3.370 -0.210 2.780
H -4.240 0.339 1.328
H -1.109 -0.267 -2.655
H 0.956 2.960 0.330
*
```

As for the molecular weight: 398.287 g mol⁻¹. Its total energy is -1436.91525 hartree. The calculation puts the largest force on an atom at 0.088 hartree/bohr.

Löwdin population analysis, charges in e, atoms 1 to 5: number 1, Sn, carries 1.288; number 2, Si, carries 0.384; number 3, Si, carries 0.388; number 4, N, carries -0.145; number 5, C, carries -0.387



9.
A structure of composition C15H30BF4NOP2Pb in a non-equilibrium geometry, computed with the ωB97M-V functional and the def2-TZVPD basis.

ORCA input file:
```
! RIJCOSX wB97M-V def2-TZVPD def2/J DEFGRID3
* xyz 0 1
Pb -1.323 -1.264 0.555
P 3.915 -0.491 -0.881
P -3.454 0.686 1.293
F -1.933 -2.107 3.182
F -0.791 -0.111 2.836
F -2.173 -0.365 4.694
F -0.149 -1.528 4.567
O 1.098 -1.193 0.765
N -1.002 0.434 -0.863
C 2.202 0.343 2.258
C 4.525 -2.081 -1.458
C 2.519 -2.175 2.410
C -1.550 1.806 -4.175
C -4.234 1.586 -0.094
C -1.261 0.424 -2.154
C -4.871 -0.054 2.176
C -1.242 1.702 -2.831
C -1.855 0.659 -4.927
C 2.457 -0.031 -1.823
C 5.188 0.749 -1.139
C -1.848 -0.605 -4.313
C -1.553 -0.743 -2.970
C 1.948 -1.011 1.682
C -2.984 2.027 2.438
B -1.266 -1.053 3.892
H 1.897 -2.383 3.295
H 5.370 1.263 -0.187
H 2.056 1.111 1.493
H -4.901 2.371 0.289
H 2.133 -0.885 -2.434
H 3.634 -0.612 0.516
H 4.558 -2.777 -0.610
H -1.542 -1.728 -2.486
H 1.628 0.253 -1.160
H -1.555 2.788 -4.649
H 3.219 0.399 2.666
H 4.848 1.473 -1.891
H 1.500 0.528 3.083
H -4.473 -0.627 3.024
H -2.079 -1.494 -4.908
H 6.109 0.262 -1.480
H 3.861 -2.480 -2.234
H -2.188 2.623 1.975
H 2.521 -3.056 1.760
H -5.554 0.727 2.536
H 2.708 0.810 -2.486
H 5.536 -1.954 -1.863
H -3.855 2.661 2.649
H -2.601 1.587 3.368
H -4.804 0.871 -0.704
H 3.537 -1.951 2.750
H -3.438 2.025 -0.711
H -2.093 0.746 -5.990
H -5.403 -0.731 1.495
H -0.988 2.577 -2.228
*
```

As for the molecular weight: 596.363 g mol⁻¹. Its total energy is -2019.52867 hartree. The calculation puts the largest force on an atom at 0.071 hartree/bohr.

Löwdin population analysis, charges in e, atoms 1 to 5: number 1, Pb, carries 1.253; number 2, P, carries 0.942; number 3, P, carries 0.730; number 4, F, carries -0.026; number 5, F, carries -0.085